1.
This record from the Open Molecules 2025 dataset describes a gas-phase ion, C8H9N2OS (charge +1). The level of theory is the ωB97M-V functional and the def2-TZVPD basis.

CARTESIAN COORDINATES (ANGSTROEM)
C -1.85633 -0.88494 1.29063
C -2.03510 -1.28673 -0.09283
C 0.00670 -0.99624 -1.81652
C -0.89635 -0.03804 1.69191
C 0.39705 0.27049 -2.37118
C -1.03807 -1.12433 -0.95951
C 1.41379 -0.19215 0.93726
C 0.00060 1.72869 0.27617
N 2.49759 0.58102 0.50826
N 0.10913 0.48386 0.82613
O 1.54220 -1.26244 1.49864
S 0.16443 1.72978 -1.69032
H -2.49356 -1.29121 2.02929
H -3.03147 -1.57660 -0.42347
H 0.34442 -1.92025 -2.11823
H -0.92194 0.16204 2.72056
H 0.77696 0.19221 -3.37311
H -1.15265 1.79806 0.42910
H 0.63709 2.56860 0.61774
H 2.23911 1.07560 -0.34830
H 3.29640 -0.01743 0.36778

Calculated values
Energy relative to the best compared isomer or geometry (same formula, charge and spin)   245.0 kJ/mol
Charge   +1
HOMO level   -13.5 eV
Calculated total energy   -24294.3031 eV
HOMO-LUMO gap   7.48 eV

From a Mulliken analysis of the wavefunction, the atomic charges in e read: atom 1 (C): -0.077, atom 2 (C): -0.589, atom 3 (C): -0.654, atom 4 (C): -0.757, atom 5 (C): -0.046, atom 6 (C): 0.528, atom 7 (C): 0.440, atom 8 (C): -0.717, atom 9 (N): -0.433, atom 10 (N): 0.090, atom 11 (O): -0.527, atom 12 (S): -0.029, atom 13 (H): 0.467, atom 14 (H): 0.439, atom 15 (H): 0.463, atom 16 (H): 0.525, atom 17 (H): 0.443, atom 18 (H): 0.434, atom 19 (H): 0.476, atom 20 (H): 0.208, atom 21 (H): 0.313

2.
This record from the Open Molecules 2025 dataset describes a single C8H9N3O2 molecule. The level of theory is the ωB97M-V functional and the def2-TZVPD basis.

CARTESIAN COORDINATES (ANGSTROEM)
N 0.23542 -1.60547 -0.65539
C 0.69703 -1.11456 0.60068
C 0.23780 0.06422 1.18004
C -0.61212 1.01323 0.57492
C -0.97629 1.11727 -0.80183
C -1.72861 2.17459 -1.15687
C -2.08438 3.22862 -0.31354
N -1.57444 3.27536 0.99888
C -0.98744 2.13150 1.35582
C 1.74607 -1.83973 1.41884
N 1.45232 -3.22799 1.77493
O 1.45715 -3.54368 2.96435
O 1.19260 -4.00683 0.87798
H -0.85081 -1.57130 -0.77431
H 0.68474 -2.56700 -0.79971
H 0.66911 0.28072 2.17276
H -0.68893 0.36096 -1.50749
H -2.08817 2.12119 -2.23300
H -2.44316 4.10657 -0.77755
H -0.67815 2.09922 2.44430
H 1.73908 -1.34308 2.35241
H 2.68191 -1.79431 0.84567

Calculated values
Energy relative to the best compared isomer or geometry (same formula, charge and spin)   376.5 kJ/mol
HOMO level   -8.2 eV
Calculated total energy   -17003.0637 eV
SMILES   N/C(=C\c1cccnc1)C[N+](=O)[O-]
HOMO-LUMO gap   7.96 eV

From a Mulliken analysis of the wavefunction, the atomic charges in e read: atom 1 (N): -0.545, atom 2 (C): 0.654, atom 3 (C): -0.621, atom 4 (C): 0.720, atom 5 (C): -0.543, atom 6 (C): -0.315, atom 7 (C): -0.443, atom 8 (N): -0.563, atom 9 (C): -0.175, atom 10 (C): -0.861, atom 11 (N): 1.031, atom 12 (O): -0.574, atom 13 (O): -0.578, atom 14 (H): 0.295, atom 15 (H): 0.292, atom 16 (H): 0.100, atom 17 (H): 0.557, atom 18 (H): 0.254, atom 19 (H): 0.375, atom 20 (H): 0.249, atom 21 (H): 0.458, atom 22 (H): 0.233

3.
This record from the Open Molecules 2025 dataset describes a gas-phase ion, C8H9N4S2 (charge +1). The level of theory is the ωB97M-V functional and the def2-TZVPD basis.

CARTESIAN COORDINATES (ANGSTROEM)
C 2.70935 -1.33566 -0.48248
C 1.54734 -3.48032 -0.34317
C -3.02588 3.24028 0.53855
C 1.30914 -1.31642 -0.37306
C -1.50834 1.48131 0.14275
C -0.64440 0.00309 0.11653
C -1.43032 -1.05553 0.57649
C 1.40706 1.13341 -0.54252
N 0.72063 -2.51520 -0.15084
N -1.77983 3.59692 0.62578
N -0.97185 2.63266 0.36491
N 0.61864 -0.10144 -0.27733
S 3.19508 -3.01332 -0.78700
S -3.26938 1.60006 0.14926
H 3.35209 -0.46373 -0.70525
H 1.19537 -4.47524 -0.29570
H -3.64333 3.94182 0.90164
H -1.93381 -0.78032 1.42960
H -0.58821 -1.87291 0.84206
H -2.14551 -1.55338 -0.09876
H 1.92577 1.01839 -1.45935
H 2.05577 1.20348 0.33102
H 0.90460 2.11207 -0.50312

Calculated values
Energy relative to the best compared isomer or geometry (same formula, charge and spin)   181.7 kJ/mol
Charge   +1
HOMO level (spin up / spin down)   -13.2 / -13.2 eV
Calculated total energy   -36062.7058 eV
HOMO-LUMO gap (spin up / spin down)   8.26 / 8.26 eV

From a Mulliken analysis of the wavefunction, the atomic charges in e read: atom 1 (C): -0.445, atom 2 (C): -0.284, atom 3 (C): -0.169, atom 4 (C): 0.414, atom 5 (C): 0.161, atom 6 (C): 1.115, atom 7 (C): -1.467, atom 8 (C): -1.218, atom 9 (N): -0.438, atom 10 (N): -0.847, atom 11 (N): 0.113, atom 12 (N): 0.056, atom 13 (S): -0.039, atom 14 (S): -0.055, atom 15 (H): 0.408, atom 16 (H): 0.478, atom 17 (H): 0.560, atom 18 (H): 0.600, atom 19 (H): 0.420, atom 20 (H): 0.349, atom 21 (H): 0.381, atom 22 (H): 0.470, atom 23 (H): 0.437

4.
This record from the Open Molecules 2025 dataset describes a gas-phase ion, C8H9N4S2 (charge +1). The level of theory is the ωB97M-V functional and the def2-TZVPD basis.

CARTESIAN COORDINATES (ANGSTROEM)
C 2.73011 0.78184 -0.57203
C 3.55521 -1.21572 0.43608
C -4.32899 0.09041 -0.41080
C 1.83356 0.05577 0.12244
C -2.00889 0.08513 -0.04342
C -0.48494 -0.36351 0.23892
C -0.21996 -1.79981 -0.06607
C 0.25233 1.94037 0.31832
N 2.33655 -1.00835 0.69925
N -3.87356 1.15257 0.15726
N -2.58172 1.11276 0.32447
N 0.48382 0.53783 0.33495
S 4.25821 0.06202 -0.50613
S -3.12922 -1.13594 -0.56679
H 2.30616 1.40345 -1.27998
H 4.08997 -2.09075 0.84112
H -5.44177 0.04600 -0.56065
H -0.33675 -2.47509 0.76704
H 0.85737 -1.86512 -0.19994
H -0.68437 -2.19913 -0.95717
H 1.02588 2.66641 0.53045
H -0.45036 2.07898 1.10192
H -0.18862 2.13988 -0.70925

Calculated values
Energy relative to the best compared isomer or geometry (same formula, charge and spin)   142.2 kJ/mol
Charge   +1
HOMO level   -13.4 eV
Calculated total energy   -36063.1158 eV
HOMO-LUMO gap   8.23 eV

From a Mulliken analysis of the wavefunction, the atomic charges in e read: atom 1 (C): -0.461, atom 2 (C): -0.316, atom 3 (C): -0.057, atom 4 (C): 0.340, atom 5 (C): 0.140, atom 6 (C): 0.895, atom 7 (C): -1.315, atom 8 (C): -1.135, atom 9 (N): -0.531, atom 10 (N): -0.728, atom 11 (N): 0.204, atom 12 (N): 0.193, atom 13 (S): -0.088, atom 14 (S): -0.078, atom 15 (H): 0.523, atom 16 (H): 0.418, atom 17 (H): 0.425, atom 18 (H): 0.388, atom 19 (H): 0.414, atom 20 (H): 0.520, atom 21 (H): 0.394, atom 22 (H): 0.410, atom 23 (H): 0.445

5.
This record from the Open Molecules 2025 dataset describes a single C8H9NO molecule. The level of theory is the ωB97M-V functional and the def2-TZVPD basis.

CARTESIAN COORDINATES (ANGSTROEM)
C -0.13839 1.92136 2.00872
C 0.91544 1.87113 0.98787
C -1.01139 0.91315 1.85272
C 0.64368 0.70454 0.31759
C 0.77296 -1.52018 -0.31076
C -0.56843 -1.40982 0.62582
C 0.78958 -0.91685 -1.66757
C -0.31804 -0.38212 -2.44521
N -0.45331 0.08400 0.90019
O 1.63944 -2.25201 0.13092
H -0.15952 2.80282 2.69367
H 1.78161 2.41718 0.80500
H -1.97279 0.78904 2.45415
H -1.49178 -1.67304 0.13634
H -0.41223 -1.93917 1.47871
H 1.82791 -0.72841 -2.12358
H 0.01758 0.38372 -3.09084
H -1.03734 0.08140 -1.84878
H -0.82499 -1.14674 -2.90499

Calculated values
Energy relative to the best compared isomer or geometry (same formula, charge and spin)   578.4 kJ/mol
HOMO level (spin up / spin down)   -8.7 / -8.4 eV
Calculated total energy   -11973.8542 eV
HOMO-LUMO gap (spin up / spin down)   7.72 / 7.43 eV

From a Mulliken analysis of the wavefunction, the atomic charges in e read: atom 1 (C): -0.453, atom 2 (C): -0.692, atom 3 (C): -0.454, atom 4 (C): -0.094, atom 5 (C): 0.765, atom 6 (C): -0.666, atom 7 (C): -0.147, atom 8 (C): -1.232, atom 9 (N): 0.276, atom 10 (O): -0.612, atom 11 (H): 0.326, atom 12 (H): 0.469, atom 13 (H): 0.319, atom 14 (H): 0.322, atom 15 (H): 0.395, atom 16 (H): 0.323, atom 17 (H): 0.361, atom 18 (H): 0.415, atom 19 (H): 0.378

6.
This record from the Open Molecules 2025 dataset describes a single C8H9NO3 molecule. The level of theory is the ωB97M-V functional and the def2-TZVPD basis.

CARTESIAN COORDINATES (ANGSTROEM)
C 0.11286 1.74262 -2.79813
O -0.37632 0.56684 -2.14839
C -0.18350 0.45705 -0.78868
C 0.62109 1.23329 -0.00648
C 0.75066 0.88485 1.36656
C 0.32870 -0.38097 1.68471
C 0.84762 -0.93114 3.03439
O 1.48038 -0.14861 3.69919
O 0.39345 -2.06670 3.46720
N -0.29311 -1.17200 0.82598
C -0.72352 -0.70410 -0.29953
C -1.57875 -1.56221 -1.19287
H -0.61615 2.60858 -2.54176
H 0.15005 1.58985 -3.90843
H 1.08795 2.07653 -2.16014
H 1.37736 2.13383 -0.14572
H 1.41884 1.25292 2.03356
H 0.80529 -2.04589 4.29116
H -2.43938 -0.89546 -1.72306
H -1.01837 -2.22809 -1.96256
H -2.14515 -2.41119 -0.72701

Calculated values
Energy relative to the best compared isomer or geometry (same formula, charge and spin)   238.0 kJ/mol
HOMO level   -9.0 eV
Calculated total energy   -16072.3556 eV
SMILES   COc1ccc(C(=O)O)nc1C
HOMO-LUMO gap   9.62 eV

From a Mulliken analysis of the wavefunction, the atomic charges in e read: atom 1 (C): -0.598, atom 2 (O): -0.347, atom 3 (C): 1.475, atom 4 (C): -0.713, atom 5 (C): -0.909, atom 6 (C): 0.433, atom 7 (C): 0.406, atom 8 (O): -0.603, atom 9 (O): -0.396, atom 10 (N): -0.498, atom 11 (C): 0.387, atom 12 (C): -1.140, atom 13 (H): 0.289, atom 14 (H): 0.231, atom 15 (H): 0.172, atom 16 (H): 0.041, atom 17 (H): 0.579, atom 18 (H): 0.339, atom 19 (H): 0.265, atom 20 (H): 0.233, atom 21 (H): 0.355

7.
This record from the Open Molecules 2025 dataset describes 2 unconnected molecules or ions with the total composition C8H9NO3. The level of theory is the ωB97M-V functional and the def2-TZVPD basis.

CARTESIAN COORDINATES (ANGSTROEM)
C -3.20598 -0.11964 -0.02766
C -1.94344 0.34670 -0.17889
C -1.11683 -0.75262 0.28184
C 2.13977 0.84397 -1.00325
C 2.20782 -0.43078 -1.51507
C 1.68156 -0.57044 0.54968
C -1.53143 1.70503 -0.72275
C 1.73824 -1.09739 1.93632
N -1.83782 -1.67569 0.75042
O -3.20012 -1.27798 0.65142
O 1.84786 0.75062 0.29374
O 1.96160 -1.30484 -0.59880
H -4.23317 0.27316 -0.33572
H 2.27416 1.76360 -1.48210
H 2.25004 -0.78374 -2.57800
H -1.03900 1.50865 -1.67549
H -2.46745 2.25667 -1.05300
H -0.74339 2.14706 -0.05107
H 2.76548 -1.25823 2.07120
H 1.09258 -1.97610 1.99597
H 1.35951 -0.34799 2.69121

Calculated values
Energy relative to the best compared isomer or geometry (same formula, charge and spin)   693.4 kJ/mol
HOMO level (spin up / spin down)   -7.2 / -7.2 eV
Calculated total energy   -16067.6364 eV
HOMO-LUMO gap (spin up / spin down)   7.11 / 7.11 eV

From a Mulliken analysis of the wavefunction, the atomic charges in e read: atom 1 (C): -0.560, atom 2 (C): 0.580, atom 3 (C): 0.002, atom 4 (C): -0.298, atom 5 (C): -0.047, atom 6 (C): 0.767, atom 7 (C): -0.894, atom 8 (C): -1.201, atom 9 (N): -0.463, atom 10 (O): -0.249, atom 11 (O): -0.234, atom 12 (O): -0.229, atom 13 (H): 0.325, atom 14 (H): 0.435, atom 15 (H): 0.342, atom 16 (H): 0.216, atom 17 (H): 0.300, atom 18 (H): 0.177, atom 19 (H): 0.425, atom 20 (H): 0.327, atom 21 (H): 0.278

8.
This record from the Open Molecules 2025 dataset describes a single C8H9NOS molecule. The level of theory is the ωB97M-V functional and the def2-TZVPD basis.

CARTESIAN COORDINATES (ANGSTROEM)
C 2.11191 -1.06289 -0.50516
C 1.66552 -2.35210 -0.19696
C 1.25016 0.00821 -0.36722
C 0.36990 -2.67204 0.01218
C -0.12043 -0.26236 -0.13808
C -0.50848 -1.63605 0.10568
C -1.14858 0.83670 -0.43450
C -0.87437 2.20030 0.26155
N -2.41182 0.54318 0.01922
O -1.82521 -2.07121 0.42118
S -2.98378 -0.85262 -0.27775
H 3.11834 -1.05162 -0.86824
H 2.36669 -3.11588 -0.37180
H 1.49087 0.99374 -0.70071
H 0.05806 -3.71151 0.30697
H -1.29250 0.77100 -1.59535
H 0.03198 2.67638 0.13617
H -1.06396 2.01777 1.24384
H -1.57264 2.90291 -0.29974
H -3.87190 -0.67506 0.77444

Calculated values
Energy relative to the best compared isomer or geometry (same formula, charge and spin)   436.5 kJ/mol
HOMO level   -8.4 eV
Calculated total energy   -22810.7219 eV
HOMO-LUMO gap   8.82 eV

From a Mulliken analysis of the wavefunction, the atomic charges in e read: atom 1 (C): -0.573, atom 2 (C): -0.436, atom 3 (C): -0.743, atom 4 (C): -0.416, atom 5 (C): 0.368, atom 6 (C): 0.506, atom 7 (C): 0.597, atom 8 (C): -1.405, atom 9 (N): -0.484, atom 10 (O): -0.591, atom 11 (S): 0.177, atom 12 (H): 0.375, atom 13 (H): 0.366, atom 14 (H): 0.323, atom 15 (H): 0.319, atom 16 (H): 0.261, atom 17 (H): 0.449, atom 18 (H): 0.414, atom 19 (H): 0.283, atom 20 (H): 0.211

What did the second record say?
This record from the Open Molecules 2025 dataset describes a single C8H9N3O2 molecule. The level of theory is the ωB97M-V functional and the def2-TZVPD basis.

CARTESIAN COORDINATES (ANGSTROEM)
N 0.23542 -1.60547 -0.65539
C 0.69703 -1.11456 0.60068
C 0.23780 0.06422 1.18004
C -0.61212 1.01323 0.57492
C -0.97629 1.11727 -0.80183
C -1.72861 2.17459 -1.15687
C -2.08438 3.22862 -0.31354
N -1.57444 3.27536 0.99888
C -0.98744 2.13150 1.35582
C 1.74607 -1.83973 1.41884
N 1.45232 -3.22799 1.77493
O 1.45715 -3.54368 2.96435
O 1.19260 -4.00683 0.87798
H -0.85081 -1.57130 -0.77431
H 0.68474 -2.56700 -0.79971
H 0.66911 0.28072 2.17276
H -0.68893 0.36096 -1.50749
H -2.08817 2.12119 -2.23300
H -2.44316 4.10657 -0.77755
H -0.67815 2.09922 2.44430
H 1.73908 -1.34308 2.35241
H 2.68191 -1.79431 0.84567

Calculated values
Energy relative to the best compared isomer or geometry (same formula, charge and spin)   376.5 kJ/mol
HOMO level   -8.2 eV
Calculated total energy   -17003.0637 eV
SMILES   N/C(=C\c1cccnc1)C[N+](=O)[O-]
HOMO-LUMO gap   7.96 eV

From a Mulliken analysis of the wavefunction, the atomic charges in e read: atom 1 (N): -0.545, atom 2 (C): 0.654, atom 3 (C): -0.621, atom 4 (C): 0.720, atom 5 (C): -0.543, atom 6 (C): -0.315, atom 7 (C): -0.443, atom 8 (N): -0.563, atom 9 (C): -0.175, atom 10 (C): -0.861, atom 11 (N): 1.031, atom 12 (O): -0.574, atom 13 (O): -0.578, atom 14 (H): 0.295, atom 15 (H): 0.292, atom 16 (H): 0.100, atom 17 (H): 0.557, atom 18 (H): 0.254, atom 19 (H): 0.375, atom 20 (H): 0.249, atom 21 (H): 0.458, atom 22 (H): 0.233